Density functional theory data (ωB97M-V with the def2-TZVPD basis set) for C13H14Cl2N2O2Sn as an isolated structure.

Results
LUMO (alpha / beta) in eV: -11.4 / -11.4
Energy above the lowest of the compared OMol25 structures with the same formula, charge and spin in kJ/mol: 499.26
Total energy in Ha: -1897.60961
Frontier orbital gap (alpha / beta) in eV: 2.2 / 2.2
Net charge: +2

The geometry in XYZ format:
```
34
Properties=species:S:1:pos:R:3:lowdin_charge:R:1
Sn 10.12 13.30 3.51 1.586
C 5.99 15.44 2.87 0.090
C 7.46 15.24 2.97 -0.374
O 8.00 14.10 3.02 -0.164
C 8.20 16.37 3.18 0.117
C 9.65 16.52 2.95 -0.115
C 10.06 17.97 2.71 0.043
N 10.51 15.40 2.99 -0.024
N 11.86 15.65 2.73 0.150
C 12.70 14.66 2.98 -0.305
O 12.18 13.47 3.38 -0.276
C 14.08 15.13 3.10 -0.112
C 15.22 14.36 3.10 0.025
C 16.50 14.84 2.78 0.050
C 16.56 16.17 2.24 0.050
C 15.48 17.01 2.46 -0.005
C 14.20 16.52 2.83 0.046
H 5.57 14.62 3.20 0.070
H 5.73 15.20 1.95 0.084
H 5.86 16.42 3.34 0.126
H 7.60 17.17 3.38 0.102
H 9.30 18.53 2.91 0.025
H 10.35 18.15 1.64 0.146
H 10.89 18.12 3.23 0.044
H 15.13 13.32 3.33 0.136
H 17.25 14.16 2.50 0.115
H 17.43 16.58 1.77 0.130
H 15.48 18.05 2.11 0.134
H 13.35 17.12 3.06 0.106
Cl 10.21 5.79 2.15 0.489
C 10.75 4.20 2.61 -1.087
Cl 12.04 4.31 3.77 0.519
H 11.18 3.73 1.84 -0.049
H 9.74 3.61 3.07 0.128
```

=====

Density functional theory data (ωB97M-V with the def2-TZVPD basis set) for C20H40CuO27S6 as an isolated structure.

Results
LUMO (alpha / beta) in eV: 3.8 / 3.8
Multiplicity: 2
Total energy in Ha: -6847.26904
Frontier orbital gap (alpha / beta) in eV: 7.7 / 7.6
Net charge: -2

The geometry in XYZ format:
```
94
Properties=species:S:1:pos:R:3:lowdin_charge:R:1
Cu 0.75 -0.64 -1.20 0.652
S -1.06 0.00 0.89 0.309
O -2.42 0.41 0.49 -0.351
O -0.72 -1.33 0.28 -0.388
O -0.01 0.86 0.24 -0.392
O -0.92 0.03 2.35 -0.347
S 1.32 -2.51 -3.15 0.302
O 0.81 -2.29 -4.51 -0.368
O 2.05 -3.78 -3.10 -0.364
O 2.11 -1.33 -2.64 -0.372
O 0.18 -2.49 -2.17 -0.369
C -2.43 -0.24 -4.09 -0.138
C -1.75 1.00 -4.67 -0.156
C -0.36 0.96 -4.06 -0.167
O -0.47 0.20 -2.86 -0.186
C -1.81 -0.23 -2.70 -0.202
H -2.26 -1.18 -4.62 0.118
H -3.50 -0.07 -4.00 0.109
H -2.33 1.87 -4.34 0.108
H -1.80 1.04 -5.76 0.107
H 0.01 1.97 -3.83 0.111
H 0.36 0.42 -4.69 0.124
H -2.34 0.47 -2.04 0.105
H -1.91 -1.20 -2.21 0.101
C 3.39 3.14 -1.32 -0.152
C 4.04 2.25 -2.37 -0.161
C 2.83 1.49 -2.90 -0.190
O 2.09 1.17 -1.72 -0.201
C 2.21 2.26 -0.81 -0.169
H 3.02 4.07 -1.76 0.104
H 4.09 3.43 -0.53 0.102
H 4.71 1.52 -1.92 0.106
H 4.53 2.79 -3.18 0.108
H 3.09 0.60 -3.46 0.119
H 2.18 2.16 -3.48 0.114
H 2.48 1.86 0.17 0.113
H 1.31 2.87 -0.80 0.112
C 4.41 -1.73 1.27 -0.160
C 3.71 -0.83 2.29 -0.140
C 2.30 -0.78 1.68 -0.187
O 2.47 -0.90 0.27 -0.188
C 3.79 -1.34 -0.06 -0.171
H 4.21 -2.76 1.57 0.097
H 5.50 -1.67 1.27 0.109
H 4.13 0.18 2.34 0.107
H 3.66 -1.29 3.28 0.106
H 1.76 0.14 1.89 0.095
H 1.71 -1.60 2.10 0.108
H 4.37 -0.55 -0.55 0.117
H 3.72 -2.20 -0.73 0.120
C -3.41 -2.44 -0.13 -0.126
C -3.51 -2.61 1.38 -0.155
O -3.93 -3.97 1.56 -0.190
S -4.95 -4.36 0.41 0.549
O -6.28 -4.00 0.79 -0.248
O -4.69 -5.70 0.04 -0.231
O -4.44 -3.34 -0.65 -0.192
H -2.46 -2.80 -0.51 0.114
H -3.61 -1.43 -0.47 0.112
H -4.21 -1.89 1.82 0.135
H -2.52 -2.52 1.80 0.113
C -2.25 3.25 -0.46 -0.149
C -2.90 3.49 0.91 -0.120
O -3.56 4.77 0.83 -0.190
S -3.45 5.45 -0.59 0.562
O -2.86 6.73 -0.45 -0.238
O -4.69 5.34 -1.28 -0.240
O -2.41 4.45 -1.22 -0.180
H -2.83 2.45 -0.91 0.109
H -1.23 2.88 -0.40 0.109
H -2.22 3.52 1.76 0.116
H -3.66 2.74 1.12 0.123
C 0.30 2.30 3.73 -0.128
C -1.13 2.36 4.29 -0.181
O -1.36 3.77 4.44 -0.186
S -0.06 4.34 5.13 0.554
O 0.03 3.90 6.48 -0.233
O 0.04 5.72 4.85 -0.219
O 0.95 3.53 4.22 -0.197
H 0.26 2.41 2.65 0.116
H 0.90 1.45 4.01 0.129
H -1.17 1.83 5.24 0.128
H -1.85 1.88 3.65 0.114
C 1.28 -4.31 0.35 -0.118
C 0.00 -4.16 1.21 -0.108
O 0.29 -4.90 2.44 -0.192
S 1.85 -5.09 2.59 0.547
O 2.10 -6.31 3.24 -0.224
O 2.45 -3.90 3.06 -0.227
O 2.11 -5.28 1.04 -0.181
H 1.81 -3.36 0.24 0.109
H 1.09 -4.71 -0.64 0.125
H -0.88 -4.58 0.74 0.133
H -0.16 -3.12 1.50 0.095
```

=====

Density functional theory data (ωB97M-V with the def2-TZVPD basis set) for a 6-piece molecular cluster, C3H19NO5S2 overall.

Results
LUMO in eV: 0.1
Structure (SMILES): C[C@@H](N)CSS.O.O.O.O.O
Energy above the lowest of the compared OMol25 structures with the same formula, charge and spin in kJ/mol: 94.83
Total energy in Ha: -1352.97803
Frontier orbital gap in eV: 8.8
Net charge: 0

The geometry in XYZ format:
```
30
Properties=species:S:1:pos:R:3:lowdin_charge:R:1
C -1.66 -3.06 -0.42 -0.058
C -2.17 -1.69 0.16 -0.480
N -3.67 -1.69 0.19 0.018
C -1.74 -1.59 1.64 -0.492
S -0.71 -0.09 1.73 0.403
S 0.11 0.00 3.54 0.303
H -2.47 -3.71 -0.72 0.069
H -1.03 -2.89 -1.31 0.071
H -0.89 -3.53 0.20 0.065
H -1.80 -0.95 -0.53 0.107
H -3.95 -1.95 -0.73 0.058
H -3.90 -2.48 0.79 0.067
H -2.51 -1.57 2.41 0.083
H -1.03 -2.37 1.91 0.050
H 0.59 -1.24 3.77 -0.179
O 3.06 1.60 -3.77 -0.066
H 2.66 0.77 -4.04 0.021
H 3.55 1.59 -2.93 0.051
O 0.63 2.86 -3.38 -0.053
H 0.73 3.49 -2.68 0.039
H 1.44 2.86 -3.89 0.016
O -0.21 3.28 0.73 -0.065
H -0.56 3.25 -0.16 0.029
H -0.14 2.43 1.15 -0.049
O 0.86 0.02 -3.67 -0.076
H 0.62 0.95 -3.90 0.023
H 1.04 0.03 -2.72 0.042
O 4.35 -0.74 0.02 -0.049
H 4.33 -0.52 0.95 0.026
H 4.33 0.10 -0.45 0.024
```

=====

> Which value of total energy does entry 2 give?

-6847.26904 Ha

=====

> Look up the total energy of the third one.

-1352.97803 Ha